# 1
# C4H11OS

2 unconnected molecules or ions with the total composition C4H11OS at a distorted geometry (ωB97M-V/def2-TZVPD, the Open Molecules 2025 dataset).

Properties
Total charge: -1
Orbital gap, eV: 5.637

Geometry (Å):
C1 -0.98910 -1.53821 1.81704
C2 -2.16006 -0.77788 1.16148
S1 -2.05088 1.00159 1.89960
H1 0.08020 -1.34410 1.63008
H2 -1.21988 -2.56018 1.42619
H3 -1.24108 -1.64266 2.88066
H4 -2.33995 -0.85916 0.11227
H5 -3.17517 -1.13625 1.47079
H6 0.16567 1.18439 -0.17830
C3 1.49716 1.65886 -1.52299
O1 0.75517 1.95834 -0.26422
C4 1.69323 0.21071 -1.73349
H7 2.44033 2.15841 -1.41625
H8 1.04162 2.35091 -2.34919
H9 0.87591 -0.49227 -1.83567
H10 2.15055 -0.20489 -0.73513
H11 2.47626 0.03241 -2.36285

Forces on atoms 1 to 6 (eV/Å):
-2.0 -2.4 -0.8
-0.4 2.3 2.4
-0.2 -0.9 -1.2
-0.8 0.6 0.0
0.8 -0.2 0.2
0.6 0.5 -0.2

Population analysis type Mulliken, resulting atomic charges in e: number 1, C, carries -0.85; number 2, C, carries -0.74; number 3, S, carries -0.71; number 4, H, carries 0.24; number 5, H, carries 0.27; number 6, H, carries 0.26; number 7, H, carries 0.34; number 8, H, carries 0.26; number 9, H, carries 0.21; number 10, C, carries -0.17; number 11, O, carries -0.45; number 12, C, carries -1.08; number 13, H, carries 0.24; number 14, H, carries 0.20; number 15, H, carries 0.34; number 16, H, carries 0.27; number 17, H, carries 0.40

***

# 2
# C40H61BrCaClN3O6PS2Si

A molecular structure, C40H61BrCaClN3O6PS2Si (ωB97M-V/def2-TZVPD, the Open Molecules 2025 dataset).

Properties
2S+1: 2
Total charge: -2
Orbital gap (alpha / beta), eV: 3.908 / 6.763

Geometry (Å):
Ca1 -1.29647 1.97553 0.10253
C1 2.41727 0.26354 3.23949
C2 1.30771 1.27891 3.39689
C3 1.52773 2.63474 3.12303
C4 2.90712 3.14058 2.76851
C5 0.46919 3.54583 3.20683
C6 0.69398 4.98047 2.79192
C7 -0.79067 3.12398 3.64855
C8 -1.90172 4.12725 3.84527
C9 -1.01091 1.76940 3.92583
C10 -2.37136 1.27180 4.35416
C11 0.04086 0.85221 3.80966
C12 -0.20120 -0.59720 4.16093
H1 2.80784 -0.06647 4.20847
H2 3.24447 0.65507 2.65603
H3 2.05566 -0.62465 2.71757
H4 3.08001 3.13323 1.68914
H5 3.68580 2.53558 3.23056
H6 3.04567 4.16405 3.11395
H7 1.11643 5.57971 3.60716
H8 -0.23246 5.44790 2.47240
H9 1.38019 5.03331 1.94756
H10 -2.50680 4.22178 2.94081
H11 -1.50328 5.11294 4.08055
H12 -2.55088 3.83649 4.67072
H13 -2.42797 1.15306 5.44329
H14 -2.58935 0.30649 3.89981
H15 -3.16197 1.94814 4.04052
H16 -0.69050 -1.12684 3.33819
H17 -0.85608 -0.68315 5.02893
H18 0.72479 -1.11790 4.39657
O1 -0.23381 7.51143 -1.90854
C13 0.90121 6.85349 -2.14021
O2 1.79235 7.37972 -2.78194
C14 1.04622 5.48290 -1.60971
C15 2.19642 4.66827 -1.87343
Cl1 2.90493 4.52448 -3.49351
N1 1.95515 3.46915 -1.19139
N2 0.73147 3.48871 -0.52168
C16 0.23571 4.70700 -0.77955
C17 -1.09040 5.02279 -0.11198
O3 -1.65342 6.10692 -0.33170
O4 -1.51526 4.12137 0.66246
C18 2.93257 2.54782 -0.89200
C19 2.63524 1.31051 -0.30969
C20 3.64820 0.42131 0.00178
C21 4.97995 0.73342 -0.24293
C22 5.28024 1.97192 -0.79981
C23 4.28324 2.87403 -1.11910
H19 -0.85077 6.97773 -1.31571
H20 1.60597 1.05193 -0.10646
H21 3.38890 -0.53249 0.44300
H22 5.76577 0.02910 0.00205
H23 6.31348 2.24966 -0.97698
H24 4.52829 3.84371 -1.52650
C24 -4.91219 -1.16493 -2.24115
C25 -4.88274 0.06806 -1.37235
O5 -5.10504 -0.31765 0.00255
P1 -4.12012 0.26234 1.13459
S1 -4.09395 2.23690 1.10210
S2 -2.32742 -0.57664 1.05703
O6 -4.86201 -0.36260 2.42232
C26 -6.17373 0.09149 2.76890
C27 -7.21099 -0.94368 2.38521
H25 -4.70964 -0.87966 -3.27449
H26 -5.87975 -1.66923 -2.18381
H27 -4.13384 -1.85612 -1.92114
H28 -5.66653 0.77795 -1.64243
H29 -3.92305 0.56991 -1.48074
H30 -6.37116 1.05358 2.28975
H31 -6.16391 0.25242 3.84910
H32 -7.20562 -1.09937 1.30748
H33 -8.20413 -0.60742 2.69338
H34 -6.99744 -1.89499 2.87462
N3 -1.98581 0.84301 -3.35919
C28 -1.65244 1.18637 -2.30041
C29 -0.65297 -5.07384 -3.10386
C30 -0.56603 -4.22584 -1.82467
C31 -0.74240 -5.15912 -0.61928
C32 -1.75673 -3.25223 -1.80067
Si1 1.09641 -3.27168 -1.72298
Br1 0.81495 -1.77292 -0.04732
C33 1.52295 -2.29218 -3.31259
C34 0.25856 -1.68109 -3.93491
C35 2.45820 -1.10800 -3.02073
C36 2.17529 -3.20035 -4.36892
C37 2.55972 -4.37420 -1.08932
C38 2.41859 -4.76269 0.39139
C39 2.67317 -5.67409 -1.90244
C40 3.88735 -3.61120 -1.20529
H35 -1.59610 -5.63230 -3.09353
H36 0.15905 -5.79914 -3.18371
H37 -0.65019 -4.46036 -4.00489
H38 -1.75504 -5.57685 -0.64339
H39 -0.63203 -4.62277 0.32550
H40 -0.04250 -5.99610 -0.63139
H41 -2.68004 -3.83890 -1.87967
H42 -1.74797 -2.53399 -2.61780
H43 -1.80534 -2.68547 -0.87109
H44 -0.27930 -1.01866 -3.25542
H45 -0.43835 -2.43298 -4.30731
H46 0.55294 -1.06255 -4.78955
H47 1.97504 -0.37234 -2.37923
H48 2.68894 -0.60618 -3.96645
H49 3.39961 -1.38654 -2.55210
H50 1.55479 -4.06373 -4.62156
H51 3.15788 -3.56440 -4.06690
H52 2.31288 -2.61619 -5.28510
H53 1.60052 -5.45794 0.56939
H54 2.26562 -3.89124 1.02734
H55 3.34457 -5.25413 0.71278
H56 1.79257 -6.30623 -1.78503
H57 3.53738 -6.24749 -1.54566
H58 2.81791 -5.49099 -2.96792
H59 3.86508 -2.67581 -0.64162
H60 4.15027 -3.37571 -2.23498
H61 4.69152 -4.23198 -0.79277

Forces on atoms 1 to 6 (eV/Å):
0.1 0.2 0.0
0.0 0.0 0.0
0.0 0.0 0.0
0.0 0.0 0.0
0.0 0.0 0.0
0.0 0.0 -0.1

Atomic partial charges in e from the Mulliken method, atoms 1 to 99: number 1, Ca, carries 1.00; number 2, C, carries -2.13; number 3, C, carries 1.79; number 4, C, carries 0.75; number 5, C, carries -2.67; number 6, C, carries 2.33; number 7, C, carries -3.06; number 8, C, carries 0.53; number 9, C, carries -2.74; number 10, C, carries 2.17; number 11, C, carries -2.50; number 12, C, carries 0.63; number 13, C, carries -2.25; number 14, H, carries 0.44; number 15, H, carries 0.22; number 16, H, carries 0.15; number 17, H, carries 0.33; number 18, H, carries 0.50; number 19, H, carries 0.54; number 20, H, carries 0.44; number 21, H, carries 0.54; number 22, H, carries 0.40; number 23, H, carries 0.35; number 24, H, carries 0.46; number 25, H, carries 0.56; number 26, H, carries 0.36; number 27, H, carries 0.45; number 28, H, carries 0.52; number 29, H, carries 0.16; number 30, H, carries 0.45; number 31, H, carries 0.49; number 32, O, carries -0.61; number 33, C, carries 0.59; number 34, O, carries -0.68; number 35, C, carries 0.12; number 36, C, carries -0.97; number 37, Cl, carries -0.24; number 38, N, carries -0.12; number 39, N, carries 1.05; number 40, C, carries -0.40; number 41, C, carries 0.72; number 42, O, carries -0.94; number 43, O, carries -0.68; number 44, C, carries -0.02; number 45, C, carries 0.48; number 46, C, carries 0.33; number 47, C, carries -0.91; number 48, C, carries -0.91; number 49, C, carries -0.36; number 50, H, carries 0.45; number 51, H, carries -0.58; number 52, H, carries 0.51; number 53, H, carries 0.41; number 54, H, carries 0.34; number 55, H, carries 0.49; number 56, C, carries -0.91; number 57, C, carries 0.28; number 58, O, carries -0.14; number 59, P, carries 0.62; number 60, S, carries -0.41; number 61, S, carries -0.34; number 62, O, carries -0.27; number 63, C, carries -0.36; number 64, C, carries -1.13; number 65, H, carries 0.42; number 66, H, carries 0.36; number 67, H, carries -0.12; number 68, H, carries 0.25; number 69, H, carries -0.17; number 70, H, carries 0.34; number 71, H, carries 0.36; number 72, H, carries 0.20; number 73, H, carries 0.38; number 74, H, carries 0.28; number 75, N, carries -0.87; number 76, C, carries -0.09; number 77, C, carries -1.84; number 78, C, carries 3.20; number 79, C, carries -2.18; number 80, C, carries -2.85; number 81, Si, carries -0.71; number 82, Br, carries 0.08; number 83, C, carries 3.22; number 84, C, carries -2.21; number 85, C, carries -1.98; number 86, C, carries -1.99; number 87, C, carries 2.66; number 88, C, carries -1.75; number 89, C, carries -1.85; number 90, C, carries -1.98; number 91, H, carries 0.52; number 92, H, carries 0.31; number 93, H, carries 0.30; number 94, H, carries 0.58; number 95, H, carries 0.31; number 96, H, carries 0.40; number 97, H, carries 0.66; number 98, H, carries 0.35; number 99, H, carries 0.25

***

# 3
# CClNS2

2 unconnected molecules or ions with the total composition CClNS2 at a distorted geometry (ωB97M-V/def2-TZVPD, the Open Molecules 2025 dataset).

Properties
Orbital gap (alpha / beta), eV: 7.224 / 7.223

Geometry (Å):
C1 0.65162 -0.04906 -0.05487
N1 1.31042 0.85963 -0.17461
S1 -1.36094 -1.50408 0.63821
S2 -2.51652 -0.68044 -0.71540
Cl1 -2.84895 1.14065 0.25714

Forces on the atoms, in the same order (eV/Å):
-4.0 -4.4 1.5
2.1 2.8 -0.5
1.8 1.8 -2.1
0.4 0.5 1.9
-0.2 -0.6 -0.8

Population analysis type Mulliken, resulting atomic charges in e: number 1, C, carries 0.02; number 2, N, carries -0.34; number 3, S, carries 0.16; number 4, S, carries 0.23; number 5, Cl, carries -0.06

***

# 4
# C26H31N4O2RuS3

A molecular structure, C26H31N4O2RuS3 (ωB97M-V/def2-TZVPD, the Open Molecules 2025 dataset).

Properties
Total charge: -1
Orbital gap, eV: 5.250

Geometry (Å):
Ru1 1.57781 0.08778 0.56468
O1 2.89246 -1.10790 1.65048
N1 4.16526 -0.73767 1.61498
C1 4.96778 -1.31356 2.53919
C2 6.30949 -1.06377 2.59358
C3 6.85802 -0.17417 1.66063
C4 6.03123 0.41081 0.73964
C5 4.64626 0.14836 0.69835
S1 3.59548 0.88501 -0.43780
H1 4.43539 -1.97024 3.21000
H2 6.90925 -1.54381 3.35270
H3 7.91541 0.05640 1.67204
H4 6.40802 1.11250 0.00854
S2 1.85864 1.82670 2.10842
C6 0.58720 1.57435 3.29980
C7 0.45975 2.47601 4.36234
C8 -0.52398 2.33755 5.32761
C9 -1.41627 1.27173 5.24583
C10 -1.30132 0.36945 4.20080
C11 -0.31296 0.49768 3.21944
S3 -0.22322 -0.69433 1.92828
H5 1.16195 3.30135 4.41601
H6 -0.59329 3.05298 6.13950
H7 -2.19242 1.14277 5.99186
H8 -1.98610 -0.46876 4.12692
C12 -2.31440 2.84615 -2.02787
C13 -0.93824 3.27694 -1.51258
C14 -1.08629 4.36749 -0.44242
C15 -0.07260 3.78253 -2.67362
C16 -0.25058 2.13314 -0.89260
N2 0.31809 1.24707 -0.43393
H9 -2.80118 3.69941 -2.50483
H10 -2.94707 2.50081 -1.21036
H11 -2.22472 2.04369 -2.76161
H12 -1.58011 5.23935 -0.87768
H13 -0.11110 4.66077 -0.05480
H14 -1.67825 4.00409 0.39747
H15 -0.54244 4.66071 -3.12182
H16 0.03597 3.01439 -3.44024
H17 0.92055 4.05968 -2.32076
C17 -3.27929 -0.64456 -0.41632
C18 -2.76807 -1.00870 -1.80205
N3 -2.77237 -2.44949 -2.05036
C19 -4.08286 -3.08967 -2.12839
C20 -4.37592 -3.97400 -0.92410
C21 -1.70374 -3.22757 -2.36851
O2 -1.85165 -4.37656 -2.77214
C22 -0.31416 -2.68337 -2.21293
C23 0.63545 -2.99498 -3.17451
C24 1.92687 -2.54194 -2.99549
C25 2.22918 -1.78441 -1.87422
N4 1.32641 -1.48360 -0.93693
C26 0.08355 -1.95848 -1.09972
H18 -3.22433 0.43465 -0.27136
H19 -2.67008 -1.09285 0.36846
H20 -4.31979 -0.95054 -0.28661
H21 -1.76456 -0.61884 -1.94665
H22 -3.40214 -0.54296 -2.56670
H23 -4.12182 -3.68540 -3.04121
H24 -4.82554 -2.29420 -2.20980
H25 -3.64594 -4.78033 -0.87079
H26 -5.37114 -4.41479 -1.00995
H27 -4.32734 -3.40061 0.00161
H28 0.35316 -3.59200 -4.03205
H29 2.70157 -2.75648 -3.71925
H30 3.21722 -1.37313 -1.71565
H31 -0.61016 -1.72858 -0.30057

Forces on atoms 1 to 6 (eV/Å):
-0.4 -0.1 0.0
0.2 0.1 -0.1
0.0 0.0 0.1
0.0 0.0 0.0
0.0 0.0 0.0
0.0 0.0 0.0

Population analysis type Mulliken, resulting atomic charges in e: number 1, Ru, carries 0.23; number 2, O, carries -0.58; number 3, N, carries 0.56; number 4, C, carries -0.34; number 5, C, carries -0.69; number 6, C, carries -0.12; number 7, C, carries -0.95; number 8, C, carries 0.60; number 9, S, carries -0.41; number 10, H, carries 0.41; number 11, H, carries 0.39; number 12, H, carries 0.36; number 13, H, carries 0.37; number 14, S, carries -0.37; number 15, C, carries 0.33; number 16, C, carries -0.73; number 17, C, carries -0.49; number 18, C, carries -0.52; number 19, C, carries -0.70; number 20, C, carries 0.65; number 21, S, carries -0.40; number 22, H, carries 0.38; number 23, H, carries 0.32; number 24, H, carries 0.32; number 25, H, carries 0.35; number 26, C, carries -1.52; number 27, C, carries 2.42; number 28, C, carries -1.73; number 29, C, carries -1.75; number 30, C, carries -0.62; number 31, N, carries -0.16; number 32, H, carries 0.47; number 33, H, carries 0.23; number 34, H, carries 0.31; number 35, H, carries 0.42; number 36, H, carries 0.40; number 37, H, carries 0.38; number 38, H, carries 0.41; number 39, H, carries 0.38; number 40, H, carries 0.41; number 41, C, carries -0.84; number 42, C, carries -0.87; number 43, N, carries 0.31; number 44, C, carries -0.85; number 45, C, carries -1.11; number 46, C, carries 0.35; number 47, O, carries -0.68; number 48, C, carries 0.49; number 49, C, carries -0.46; number 50, C, carries -0.94; number 51, C, carries -0.24; number 52, N, carries 0.51; number 53, C, carries -0.69; number 54, H, carries 0.16; number 55, H, carries 0.22; number 56, H, carries 0.41; number 57, H, carries 0.44; number 58, H, carries 0.34; number 59, H, carries 0.45; number 60, H, carries 0.42; number 61, H, carries 0.32; number 62, H, carries 0.37; number 63, H, carries 0.27; number 64, H, carries 0.47; number 65, H, carries 0.41; number 66, H, carries 0.34; number 67, H, carries 0.37